{
  "formula": "C4H10ClNO2",
  "method": "ωB97M-V/def2-TZVPD",
  "symbols": ["N", "C", "C", "Cl", "C", "O", "C", "O", "H", "H", "H", "H", "H", "H", "H", "H", "H", "H"],
  "coordinates": [[0.27748, -1.21536, 2.07473], [-0.60344, -0.13030, 1.60670], [-0.64289, 0.05720, 0.08858], [-1.79736, 1.43347, -0.24225], [0.77339, 0.27379, -0.53283], [1.69690, 0.81847, 0.34168], [1.38051, -1.05102, -0.96522], [0.52734, -1.58787, -1.96954], [1.24866, -0.95907, 1.96429], [0.08371, -2.09300, 1.59251], [-1.63166, -0.37696, 1.91847], [-0.31852, 0.86551, 1.98081], [-1.11342, -0.79727, -0.39427], [0.64167, 0.91285, -1.36566], [2.26941, 1.36323, -0.14956], [1.54498, -1.78177, -0.14975], [2.35928, -0.88098, -1.37138], [0.28942, -0.85674, -2.59095]],
  "mol_weight_g_mol": 139.58,
  "homo_lumo_gap_ev": 9.8,
  "de_lowest_kj_mol": 0.00,
  "energy_ha": -823.8116,
  "smiles": "NC[C@@H](Cl)[C@@H](O)CO",
  "homo_energy_ev": -9.33
}



{
  "formula": "C4H6N2O",
  "method": "ωB97M-V/def2-TZVPD",
  "symbols": ["C", "C", "N", "C", "C", "O", "N", "H", "H", "H", "H", "H", "H"],
  "coordinates": [[2.07816, -0.30121, 0.17203], [0.65088, -0.01249, -0.11124], [0.04531, -0.37335, -1.25152], [-1.18955, 0.10760, -1.11593], [-1.44952, 0.68875, 0.13066], [-2.28252, -0.38413, 0.69055], [-0.16622, 0.63762, 0.72701], [2.43838, -1.00594, -0.57974], [2.20092, -0.74076, 1.16756], [2.67107, 0.61475, 0.11732], [-1.98422, -0.09128, -1.82661], [-3.16378, -0.27535, 0.32958], [0.15109, 1.13579, 1.55031]],
  "mol_weight_g_mol": 98.10,
  "homo_lumo_gap_ev": [8.0, 8.0],
  "de_lowest_kj_mol": 296.89,
  "energy_ha": -340.6818,
  "smiles": "Cc1ncc(O)[nH]1",
  "homo_energy_ev": [-7.77, -7.77]
}



{
  "formula": "C47H58Cl2N3NaO2SSe",
  "method": "ωB97M-V/def2-TZVPD",
  "symbols": ["Na", "C", "C", "C", "C", "C", "C", "C", "Se", "C", "C", "C", "C", "C", "C", "O", "C", "C", "C", "C", "C", "C", "C", "C", "C", "O", "C", "C", "C", "C", "C", "C", "H", "H", "H", "H", "H", "H", "H", "H", "H", "H", "H", "H", "H", "H", "H", "H", "H", "H", "H", "H", "H", "H", "H", "H", "H", "H", "H", "H", "H", "H", "H", "H", "H", "H", "H", "H", "H", "H", "H", "H", "Cl", "C", "Cl", "H", "H", "C", "C", "C", "C", "N", "C", "C", "C", "C", "C", "C", "C", "H", "H", "H", "H", "H", "H", "H", "H", "N", "C", "S", "N", "C", "C", "C", "C", "C", "C", "H", "H", "H", "H", "H", "H", "H", "H"],
  "coordinates": [[-0.16385, -0.98571, -1.44274], [-4.17307, 1.53428, 4.51892], [-3.88130, 0.03742, 4.63809], [-5.19927, -0.67498, 4.97593], [-2.89954, -0.16596, 5.80179], [-3.28044, -0.52912, 3.35203], [-2.96209, 0.25067, 2.24743], [-2.36717, -0.29265, 1.12095], [-1.99287, 0.82925, -0.39246], [-0.66781, 1.98323, 0.37128], [-1.09420, 3.16514, 0.95296], [-0.20097, 4.03440, 1.57069], [1.12970, 3.62577, 1.57352], [1.62061, 2.45689, 1.00485], [0.71222, 1.56894, 0.31739], [1.05563, 0.49264, -0.28366], [3.13136, 2.21342, 1.19898], [3.93232, 3.35954, 0.55935], [3.65748, 0.91528, 0.58388], [3.44677, 2.15024, 2.70375], [-0.61257, 5.34241, 2.24556], [-0.28338, 5.28962, 3.74495], [0.13952, 6.52578, 1.61951], [-2.11143, 5.60571, 2.10042], [-2.03524, -1.67626, 1.00710], [-1.43909, -2.15123, -0.02086], [-2.42112, -2.49160, 2.13740], [-3.00447, -1.89771, 3.24511], [-2.16084, -3.99802, 2.08282], [-2.90113, -4.59522, 0.87514], [-0.65212, -4.25576, 1.95372], [-2.64781, -4.73338, 3.33210], [-4.62467, 1.89677, 5.44778], [-3.26018, 2.10721, 4.33982], [-4.86494, 1.74058, 3.69877], [-5.64216, -0.25731, 5.88767], [-5.91362, -0.55957, 4.15711], [-5.04590, -1.74455, 5.13487], [-3.31332, 0.22503, 6.73927], [-2.67655, -1.22621, 5.94149], [-1.95767, 0.34721, 5.59532], [-3.15613, 1.31673, 2.24458], [-2.15380, 3.38458, 0.91663], [1.84832, 4.27392, 2.06957], [3.68379, 3.43616, -0.50160], [3.72485, 4.32267, 1.03157], [5.00719, 3.16309, 0.65013], [3.66219, 0.98712, -0.50346], [4.69169, 0.76439, 0.91500], [3.05270, 0.05684, 0.86995], [3.12641, 3.04938, 3.23414], [2.93721, 1.29696, 3.15891], [4.52541, 2.02984, 2.85541], [0.78656, 5.14057, 3.90807], [-0.57927, 6.22035, 4.24348], [-0.80942, 4.45733, 4.21850], [1.22071, 6.40635, 1.71882], [-0.08813, 6.59813, 0.55345], [-0.14542, 7.46758, 2.10317], [-2.70282, 4.81906, 2.57500], [-2.36675, 6.55708, 2.57828], [-2.40541, 5.66096, 1.04979], [-3.26117, -2.53006, 4.08834], [-2.62930, -4.06461, -0.03722], [-2.66191, -5.66143, 0.76819], [-3.98247, -4.50325, 1.01570], [-0.24076, -3.69840, 1.11397], [-0.13719, -3.93426, 2.86408], [-0.45645, -5.32665, 1.81185], [-3.72487, -4.61520, 3.48144], [-2.43908, -5.80204, 3.21780], [-2.13576, -4.38693, 4.23394], [1.24022, -3.62310, -1.14188], [-0.13888, -4.63211, -1.66284], [-1.29258, -3.81052, -2.70955], [-0.65553, -4.94388, -0.76322], [0.27321, -5.46959, -2.21175], [-3.03760, 1.67134, -4.88792], [-2.37195, 1.53991, -6.09608], [-1.42101, 0.54675, -6.22945], [-1.13884, -0.30385, -5.15383], [-1.78124, -0.16789, -3.98734], [-2.69816, 0.79083, -3.87024], [-0.10521, -1.38317, -5.27703], [0.01940, -2.01267, -6.52407], [0.97174, -2.99910, -6.72920], [1.80228, -3.34206, -5.66267], [1.64205, -2.70655, -4.43240], [0.68846, -1.69755, -4.15959], [-3.78541, 2.43715, -4.72578], [-2.57659, 2.21470, -6.92004], [-0.86001, 0.45342, -7.14960], [-3.17928, 0.86562, -2.90087], [-0.64912, -1.75905, -7.34322], [1.05664, -3.49384, -7.69046], [2.56509, -4.10637, -5.79411], [2.32234, -3.01452, -3.63785], [3.10197, 0.10515, -4.87100], [2.84781, 0.56618, -3.61606], [2.24463, 2.08312, -3.30731], [3.13948, -0.31203, -2.60415], [4.19133, -1.22040, -2.49881], [4.28079, -1.91563, -1.28716], [5.27348, -2.85270, -1.07640], [6.21427, -3.12339, -2.06427], [6.13023, -2.43028, -3.26312], [5.13173, -1.49274, -3.49397], [2.68596, 0.71121, -5.56318], [2.85695, -0.87600, -5.00408], [2.66878, -0.08638, -1.73298], [3.54609, -1.71600, -0.51592], [5.30473, -3.38110, -0.13117], [6.99065, -3.85978, -1.90210], [6.84806, -2.62646, -4.05176], [5.08724, -0.97510, -4.44113]],
  "mol_weight_g_mol": 901.92,
  "homo_lumo_gap_ev": 5.4,
  "total_charge": -2,
  "energy_ha": -6022.9295,
  "homo_energy_ev": -1.72
}



{
  "formula": "C2H3N3O",
  "method": "ωB97M-V/def2-TZVPD",
  "symbols": ["C", "C", "N", "N", "N", "O", "H", "H", "H"],
  "coordinates": [[-0.05692, 0.64628, 1.52833], [0.03759, -0.21733, -1.10733], [-0.20562, 1.43993, 0.46576], [-0.22071, 0.90024, -0.69995], [0.07049, -0.61393, 1.58805], [0.33434, -0.67314, -2.29948], [0.16498, 1.08364, 2.43169], [0.11458, -1.04830, 0.57324], [-0.23874, -1.51738, -2.48031]],
  "mol_weight_g_mol": 85.07,
  "homo_lumo_gap_ev": 7.1,
  "de_lowest_kj_mol": 507.10,
  "energy_ha": -317.3392,
  "homo_energy_ev": -8.66
}



{
  "formula": "C4H8O",
  "method": "ωB97M-V/def2-TZVPD",
  "symbols": ["C", "C", "O", "H", "H", "H", "H", "C", "C", "H", "H", "H", "H"],
  "coordinates": [[2.46620, -0.25602, 1.11448], [3.58942, 0.38342, 1.86086], [3.45150, 1.32501, 2.59132], [1.62353, 0.42860, 1.11364], [2.07582, -1.08234, 1.72735], [2.73179, -0.62001, 0.12609], [4.60242, -0.06476, 1.72623], [-3.69372, 0.31401, -2.17804], [-3.08130, -0.29779, -1.17697], [-4.77077, 0.25773, -2.26679], [-3.25898, 0.94529, -2.94711], [-3.73223, -0.93235, -0.59109], [-2.00368, -0.40079, -1.09998]],
  "mol_weight_g_mol": 72.11,
  "homo_lumo_gap_ev": 10.9,
  "de_lowest_kj_mol": 152.74,
  "energy_ha": -232.3875,
  "smiles": "CC=O.C=C",
  "homo_energy_ev": -9.97
}



{
  "formula": "C4H8N3S",
  "method": "ωB97M-V/def2-TZVPD",
  "symbols": ["N", "N", "N", "C", "C", "C", "C", "S", "H", "H", "H", "H", "H", "H", "H", "H"],
  "coordinates": [[-0.34421, 2.06563, -0.13712], [-0.09930, 0.76781, -0.51999], [0.17873, 0.83191, -1.82292], [0.98622, 0.06107, 0.19458], [0.92217, -0.87669, 1.12452], [-0.34055, -1.51403, 1.68049], [-1.53762, -1.28944, 1.18797], [-1.72954, -0.30420, -0.23517], [-1.04722, 2.50171, -0.70074], [-0.45828, 2.18739, 0.90317], [0.43083, -0.02888, -2.41840], [-0.55776, 1.36975, -2.33090], [1.94657, 0.25355, -0.20427], [1.87299, -1.30778, 1.33094], [-0.19242, -2.12099, 2.63475], [-2.48581, -1.75673, 1.59280]],
  "mol_weight_g_mol": 130.20,
  "homo_lumo_gap_ev": 8.4,
  "total_charge": 1,
  "de_lowest_kj_mol": 506.70,
  "energy_ha": -719.2579,
  "smiles": "N[N+]1(N)C=CC=CS1",
  "homo_energy_ev": -13.24
}



{
  "formula": "C4H2NO3P",
  "method": "ωB97M-V/def2-TZVPD",
  "symbols": ["C", "C", "C", "C", "N", "O", "O", "O", "P", "H", "H"],
  "coordinates": [[-0.26027, -0.80829, -1.28537], [0.12421, -1.82983, -0.47649], [-0.01905, 0.37085, -0.55608], [0.30930, -0.20499, 0.81805], [0.31874, -1.48688, 0.86196], [-0.27149, 1.59624, -0.52138], [0.24683, 0.68270, 1.71225], [0.39749, 3.41169, 1.38806], [-0.48669, 2.28676, 1.16412], [-0.28950, -1.13050, -2.32797], [-0.06957, -2.88775, -0.77715]],
  "mol_weight_g_mol": 143.04,
  "homo_lumo_gap_ev": 7.5,
  "de_lowest_kj_mol": 121.93,
  "energy_ha": -775.4199,
  "homo_energy_ev": -9.89
}



{
  "formula": "C5H3N",
  "method": "ωB97M-V/def2-TZVPD",
  "symbols": ["C", "C", "C", "C", "C", "N", "H", "H", "H"],
  "coordinates": [[1.77753, -0.26602, 0.12900], [-0.50087, 0.47237, -0.74648], [0.29652, -0.39905, 0.19205], [-0.84106, 0.34964, 0.80991], [-0.94031, 1.50703, -0.02097], [2.86916, -0.27171, -0.12635], [-1.03242, 0.02488, -1.55554], [0.03820, -1.38038, -0.01002], [-1.66674, -0.03676, 1.32840]],
  "mol_weight_g_mol": 77.09,
  "homo_lumo_gap_ev": 9.7,
  "de_lowest_kj_mol": 286.84,
  "energy_ha": -246.8728,
  "homo_energy_ev": -9.43
}



{
  "formula": "CHInO2",
  "method": "ωB97M-V/def2-TZVPD",
  "symbols": ["H", "O", "O", "C", "In"],
  "coordinates": [[-0.03778, 1.46042, 0.47977], [0.79039, -0.00691, -0.85405], [-0.71586, -0.08887, 0.71221], [-0.17101, 0.55027, -0.26141], [0.13426, -1.91490, -0.07652]],
  "mol_weight_g_mol": 159.83,
  "homo_lumo_gap_ev": [9.5, 8.2],
  "total_charge": 1,
  "energy_ha": -378.9380,
  "multiplicity": 2,
  "homo_energy_ev": [-15.57, -17.17]
}



{
  "formula": "C5H9NO2",
  "method": "ωB97M-V/def2-TZVPD",
  "symbols": ["C", "C", "C", "N", "C", "O", "O", "C", "H", "H", "H", "H", "H", "H", "H", "H", "H"],
  "coordinates": [[0.66957, 1.70381, -0.59937], [-0.50402, 1.10239, 0.10011], [-1.21028, -0.04208, -0.31931], [-2.57459, -0.06505, -0.62864], [-0.49776, -1.20204, 0.06132], [-0.63945, -2.39119, 0.03912], [0.60247, -0.52395, 0.85890], [1.88095, -1.16546, 0.88306], [1.26024, 0.94024, -1.10153], [0.29078, 2.40209, -1.35564], [1.29337, 2.27974, 0.08676], [-1.10640, 1.84367, 0.63320], [-3.23178, -0.30370, 0.10062], [-2.82386, -0.60856, -1.44492], [2.37220, -0.90392, 1.82247], [1.73128, -2.24562, 0.82231], [2.48728, -0.82037, 0.04153]],
  "mol_weight_g_mol": 115.13,
  "homo_lumo_gap_ev": [8.3, 8.3],
  "de_lowest_kj_mol": 342.07,
  "energy_ha": -401.0465,
  "smiles": "C/C=C(/N)C(=O)OC",
  "homo_energy_ev": [-8.30, -8.30]
}



{
  "formula": "C3H4N2O",
  "method": "ωB97M-V/def2-TZVPD",
  "symbols": ["H", "N", "C", "N", "O", "H", "C", "C", "H", "H"],
  "coordinates": [[0.63647, -0.73613, -2.52627], [0.44805, -0.20205, -1.68124], [-0.53969, -0.65469, -1.06829], [-1.36754, -0.47503, 0.02320], [-1.48077, -1.59028, -1.04054], [-0.94411, -0.94334, 0.83077], [1.12529, 1.26229, 0.86398], [0.52237, 1.04884, 1.88349], [1.61421, 1.41094, -0.07580], [-0.01427, 0.87946, 2.79071]],
  "mol_weight_g_mol": 84.08,
  "homo_lumo_gap_ev": 11.5,
  "de_lowest_kj_mol": 545.58,
  "energy_ha": -301.2794,
  "smiles": "[H]/N=C1/NO1.C#C",
  "homo_energy_ev": -10.66
}



{
  "formula": "C3H3N",
  "method": "ωB97M-V/def2-TZVPD",
  "symbols": ["C", "C", "C", "N", "H", "H", "H"],
  "coordinates": [[0.26977, -0.32591, -0.04259], [-0.86000, 0.35311, 0.01676], [-2.23092, 0.00374, 0.11569], [-3.37128, -0.08759, -0.07153], [1.27291, 0.06327, -0.28487], [0.24125, -1.32894, 0.27858], [-0.67005, 1.47652, -0.12978]],
  "mol_weight_g_mol": 53.06,
  "homo_lumo_gap_ev": 11.0,
  "de_lowest_kj_mol": 41.52,
  "energy_ha": -170.8143,
  "smiles": "C=CC#N",
  "homo_energy_ev": -10.65
}